1.
{"formula": "C4H4BrClS", "method": "the ωB97M-V functional and the def2-TZVPD basis", "energy_ev": -97611.6330, "lumo_ha": 0.01601, "de_lowest_kj_mol": 53.45, "smiles": "Cl[C@]1(Br)CC=CS1", "homo_lumo_gap_ev": 9.0264, "species": ["C", "C", "C", "C", "S", "Cl", "Br", "H", "H", "H", "H"], "coordinates": [[1.18906, 0.11761, 0.10394], [0.87827, -0.21319, 1.35959], [0.09387, 0.24278, -0.90190], [-1.23014, -0.13958, -0.19098], [-0.78533, -0.71016, 1.64532], [-1.96928, -1.56763, -1.08564], [-2.47758, 1.33769, -0.08998], [2.25254, 0.42896, -0.14656], [1.68237, -0.24580, 2.21723], [-0.01472, 1.16909, -1.21476], [0.38093, -0.41976, -1.69626]], "atomic_forces_ev_per_a": [[1.7, 1.2, 0.9], [1.8, -0.3, 1.0], [0.4, -4.2, 2.6], [0.3, -1.7, 0.8], [-0.2, 0.8, -1.8], [0.1, 0.9, 0.7], [0.1, -0.3, -0.1], [-1.5, -0.5, 0.2], [-1.9, -0.1, -1.8], [-0.2, 4.5, -1.8], [-0.6, -0.3, -0.7]], "nbo_charge": [-0.2198, -0.3795, -0.5117, -0.1884, 0.2791, -0.0272, 0.0908, 0.2272, 0.2555, 0.2291, 0.2449]}


2.
{"formula": "C4H4BrFO", "method": "the ωB97M-V functional and the def2-TZVPD basis", "energy_ev": -79014.3274, "lumo_ha": [-0.02840, 0.00692], "de_lowest_kj_mol": 427.97, "homo_lumo_gap_ev": [7.2269, 8.7066], "species": ["C", "C", "C", "C", "O", "F", "Br", "H", "H", "H", "H"], "coordinates": [[-1.21741, -1.02646, -1.95155], [1.00522, 0.23450, 0.33851], [-0.17429, 0.30686, 1.19500], [-0.24947, 0.75872, -0.18020], [-0.69505, -2.01374, -2.30842], [-0.91724, -0.87375, 1.43044], [-0.74022, 2.35525, -1.17351], [-1.85956, -0.21741, -2.23048], [1.87740, 1.01554, 0.66661], [1.46896, -0.71334, 0.20468], [-0.18540, 0.95343, 2.21718]], "atomic_forces_ev_per_a": [[2.5, -0.8, 1.5], [3.5, 2.5, 1.1], [-2.2, 1.2, 3.4], [-0.7, -0.4, -1.9], [-1.2, 1.5, 0.3], [0.7, 0.6, 0.1], [0.4, -1.1, 0.9], [-0.9, 0.3, -0.9], [-2.1, -1.7, -0.8], [0.0, -0.8, -0.9], [0.0, -1.4, -2.8]], "nbo_charge": [0.4955, -0.5045, 0.1104, -0.1832, -0.4275, -0.3685, 0.0505, 0.1786, 0.2124, 0.2428, 0.1936]}


3.
{"formula": "C4H4BrN", "method": "the ωB97M-V functional and the def2-TZVPD basis", "energy_ev": -75741.7505, "lumo_ha": 0.00792, "de_lowest_kj_mol": 251.74, "smiles": "N#CBr.C#CC", "homo_lumo_gap_ev": 10.2147, "species": ["C", "C", "C", "C", "N", "Br", "H", "H", "H", "H"], "coordinates": [[1.11967, 0.21835, 1.51677], [0.05877, -0.10622, 1.02994], [0.84706, 0.27411, -1.93572], [-1.30837, -0.38606, 0.49118], [0.75104, -0.79469, -2.24975], [1.13754, 2.00696, -1.46722], [2.16002, 0.38901, 1.68476], [-1.10056, -1.43473, 0.09045], [-1.49160, 0.47752, -0.25470], [-2.17358, -0.64424, 1.09428]], "atomic_forces_ev_per_a": [[-0.5, -0.6, -1.0], [-0.8, 0.7, 1.6], [0.8, 4.7, 1.3], [1.9, -0.7, -1.6], [-0.5, -4.0, -1.2], [-0.2, -0.6, -0.3], [-0.2, 0.1, 0.3], [-0.6, 1.5, -0.8], [-0.2, -2.0, 0.8], [0.3, 1.0, 0.9]], "nbo_charge": [-0.2814, 0.0027, 0.1127, -0.7099, -0.3196, 0.2080, 0.2381, 0.2579, 0.2410, 0.2506]}


4.
{"formula": "C4H4BrN", "method": "the ωB97M-V functional and the def2-TZVPD basis", "energy_ev": -75740.6554, "lumo_ha": [0.00819, -0.00028], "de_lowest_kj_mol": 357.40, "homo_lumo_gap_ev": [8.2378, 7.7532], "species": ["C", "C", "C", "C", "N", "Br", "H", "H", "H", "H"], "coordinates": [[1.06648, 0.09848, -0.12706], [-1.64430, -0.65874, 0.26477], [0.90189, -1.16857, 0.08378], [-0.12237, 1.08477, -0.13608], [-1.39160, 0.50943, 0.06387], [1.83812, -2.73485, 0.20889], [1.97949, 0.64467, -0.33462], [-2.52682, -1.22064, 0.43385], [0.03560, 1.83900, 0.64184], [-0.13650, 1.60645, -1.09926]], "atomic_forces_ev_per_a": [[-0.2, 0.2, 0.0], [3.1, 0.5, -0.4], [-2.4, 0.2, 0.2], [0.8, 0.4, -0.2], [-1.1, -0.7, 0.3], [0.3, 0.1, 0.0], [0.3, -0.2, 0.0], [-0.6, -0.5, 0.1], [0.0, 0.0, -0.1], [0.0, 0.0, 0.1]], "nbo_charge": [-0.3736, 0.2042, -0.2059, -0.2506, -0.3789, 0.1358, 0.2256, 0.2001, 0.2223, 0.2211]}


5.
{"formula": "C4H4CeCl2O4Ti", "method": "the ωB97M-V functional and the def2-TZVPD basis", "energy_ev": -73440.9402, "lumo_ha": [-0.72476, -0.71417], "spin_multiplicity": 3, "de_lowest_kj_mol": 0.00, "homo_lumo_gap_ev": [6.4889, 6.7836], "charge": 4, "species": ["Ti", "Ce", "Cl", "Cl", "C", "C", "C", "O", "O", "O", "C", "O", "H", "H", "H", "H"], "coordinates": [[-1.06622, -0.27108, -2.81214], [0.43005, -0.17885, 0.15247], [-1.37983, -1.87639, -1.06709], [-0.78395, 1.68808, -1.43362], [1.73817, 1.87932, 1.18098], [0.18118, -1.44036, -3.66439], [0.14480, 0.66540, -4.01203], [1.96579, 2.95759, 1.54959], [1.00283, -2.16900, -4.13762], [0.94224, 1.27920, -4.62744], [-0.22753, -0.47591, 3.43034], [-0.88069, -0.19977, 2.15161], [0.68538, -1.03607, 3.16939], [-0.91006, -1.06111, 4.05971], [0.01393, 0.50383, 3.87489], [-1.85608, -0.26488, 2.18532]], "atomic_forces_ev_per_a": [[-7.3, 0.8, 3.7], [0.0, -0.5, 3.3], [0.5, 0.8, -1.2], [0.2, -1.1, -0.8], [1.4, 6.5, 2.1], [8.8, -8.8, -5.0], [7.8, 6.8, -6.4], [-1.0, -5.7, -1.9], [-5.9, 5.2, 3.3], [-5.1, -3.9, 3.8], [0.5, 0.4, 0.9], [-0.1, 0.0, -2.5], [-0.2, 0.0, 0.5], [0.4, 0.1, -0.1], [-0.1, -0.6, 0.1], [0.2, 0.1, 0.4]], "lowdin_spin": [0.8506, 1.0273, -0.0217, -0.0056, -0.0025, 0.0087, 0.0028, 0.0004, 0.0960, 0.0497, -0.0004, -0.0049, -0.0001, -0.0001, -0.0001, 0.0000]}


6.
{"formula": "C4H4CeO2", "method": "the ωB97M-V functional and the def2-TZVPD basis", "energy_ev": -21198.8388, "lumo_ha": [-0.52489, -0.51068], "spin_multiplicity": 2, "de_lowest_kj_mol": 20.59, "homo_lumo_gap_ev": [6.6222, 7.6797], "charge": 3, "species": ["H", "O", "C", "C", "C", "C", "O", "Ce", "H", "H", "H"], "coordinates": [[-0.96493, 0.60701, 1.05903], [-2.79561, 0.45662, -0.04877], [-2.10403, -0.05685, -0.82721], [-0.72258, -0.50091, -0.71901], [0.00877, 0.39971, 0.31434], [1.37103, -0.01911, 0.58547], [2.29013, 0.74276, 0.92073], [3.94022, -1.14267, 0.73964], [-0.25068, -0.40630, -1.71045], [-0.81542, -1.56010, -0.42198], [0.04312, 1.47983, 0.10821]], "atomic_forces_ev_per_a": [[3.5, -1.0, 0.0], [1.1, -2.2, -4.9], [-2.6, 3.2, 6.5], [1.6, -0.6, -2.6], [-4.6, 1.7, 1.3], [2.7, -0.3, 0.8], [-0.4, -1.6, -0.1], [-1.6, 1.3, 0.1], [-0.1, -0.6, 0.2], [0.2, 0.2, -0.1], [0.3, -0.1, -1.0]], "lowdin_spin": [0.0000, 0.0001, 0.0001, -0.0034, -0.0563, -0.2433, -0.1659, 1.4745, -0.0007, -0.0008, -0.0043]}


7.
{"formula": "C4H4Cl2F2O", "method": "the ωB97M-V functional and the def2-TZVPD basis", "energy_ev": -36737.4987, "lumo_ha": [0.00238, -0.00808], "de_lowest_kj_mol": 113.03, "homo_lumo_gap_ev": [8.6566, 8.4587], "species": ["C", "C", "C", "C", "O", "F", "F", "Cl", "Cl", "H", "H", "H", "H"], "coordinates": [[-1.01246, -0.32271, -0.18678], [-2.08356, 0.72474, -0.60935], [-2.96755, -1.00812, 0.63125], [0.33178, 0.25052, 0.22159], [-1.64359, -1.02147, 0.89395], [-3.43995, -1.96081, -0.17404], [-3.77702, -0.86045, 1.66276], [-2.15428, 2.16820, 0.31118], [-2.33987, 0.94543, -2.28895], [-0.89511, -1.01683, -1.03324], [0.25274, 0.75888, 1.17854], [0.66643, 0.95617, -0.53563], [1.07116, -0.54287, 0.30650]], "atomic_forces_ev_per_a": [[0.0, 0.6, -0.7], [-1.1, -2.8, 1.7], [0.5, 2.7, -2.2], [-0.2, -0.4, 0.2], [-0.2, -0.5, 0.7], [0.3, 0.0, 0.4], [0.7, -0.2, -0.3], [0.1, 0.3, 0.2], [0.0, 0.0, -0.2], [-0.1, 0.2, 0.2], [0.0, 0.1, 0.0], [0.0, 0.0, -0.1], [0.1, 0.0, 0.0]], "nbo_charge": [0.0357, -0.2291, 0.9910, -0.6413, -0.5270, -0.3190, -0.2953, 0.0437, 0.0530, 0.2025, 0.2311, 0.2280, 0.2266]}


8.
{"formula": "C4H4Cl2F4N2O2", "method": "the ωB97M-V functional and the def2-TZVPD basis", "energy_ev": -47198.1245, "lumo_ha": [0.02310, -0.14532], "spin_multiplicity": 3, "homo_lumo_gap_ev": [7.9985, 5.5873], "species": ["C", "C", "C", "C", "N", "N", "O", "O", "F", "F", "F", "F", "Cl", "Cl", "H", "H", "H", "H"], "coordinates": [[-1.94214, -0.54988, 0.52046], [1.07345, 0.12548, -0.68360], [1.56943, 1.63962, -0.51172], [1.78246, -0.92960, 0.21169], [-2.43309, 0.23978, -0.45065], [-2.23922, -1.69066, 0.89064], [-0.75594, 0.07014, 0.99224], [0.35857, -0.14641, -1.60429], [1.01711, 2.41087, -1.52280], [2.91747, 1.78020, -0.51255], [1.75813, -0.59822, 1.53461], [1.08027, -2.12124, 0.12396], [1.05884, 2.44790, 1.02011], [3.40170, -1.00729, -0.41860], [-3.15119, -0.19774, -1.03267], [-2.26055, 1.26319, -0.55797], [-2.91119, -2.23327, 0.35486], [-0.32411, -0.50287, 1.64627]], "atomic_forces_ev_per_a": [[2.9, 1.8, -0.1], [4.7, 3.2, 5.4], [-0.9, 0.2, -0.2], [-1.9, -0.1, -0.6], [-1.4, 1.1, -1.5], [0.0, -2.0, 0.6], [-2.0, -0.5, 0.5], [-3.4, -1.6, -4.5], [0.9, -1.3, 0.9], [-0.9, -0.2, -0.6], [0.5, -0.1, -1.0], [1.3, 1.4, -0.1], [0.0, -0.4, -0.3], [0.7, -1.0, 0.5], [0.4, 0.7, 0.4], [0.0, -1.8, 0.4], [-0.2, 0.6, 0.2], [-0.6, 0.0, -0.1]], "lowdin_spin": [0.0020, 0.5811, 0.1325, 0.1091, 0.0038, 0.0029, 0.0252, 0.9020, 0.0083, 0.0430, 0.0288, 0.0082, 0.0743, 0.0780, 0.0000, -0.0001, 0.0003, 0.0005]}